1.
74
Properties=species:S:1:pos:R:3:mulliken_spin:R:1 method="wB97M-V/def2-TZVPD" charge=+1 spin_multiplicity=7 homo_lumo_gap_ev="4.9 / 5.4" energy_ha=-2934.0267 mol_weight_g_mol=651.5
H 1.7171 2.0451 -4.2373 -0.002
C 0.3998 -2.0930 4.1855 -0.214
H -1.6800 -2.9654 0.5355 0.003
H -2.2706 -4.1362 1.7264 -0.001
C -1.9291 0.9567 -5.1722 -0.002
H 1.8848 -3.6698 2.2694 0.001
O 2.7531 2.6679 1.9053 0.000
H -1.8890 -0.1379 -5.0349 0.000
C -0.0438 2.2064 -1.1360 0.008
C -0.0021 -2.9213 3.0453 0.002
C 1.0235 1.2193 -4.4852 -0.011
H 2.4815 -2.6895 4.2741 -0.002
H -1.4642 0.7790 5.0131 -0.005
H -1.8265 1.1854 -6.2541 0.000
C 3.3350 -0.4347 -3.9178 -0.031
H 2.2230 -0.9759 4.6631 -0.018
C -1.0572 2.2323 -0.0527 0.013
H 0.2575 0.9010 4.8388 -0.003
C -1.6115 -1.2573 3.3013 0.104
H 0.8435 -1.2823 -5.5637 -0.002
H 1.7294 -2.2200 5.8289 0.006
H -3.7283 -0.8791 3.7476 -0.001
F 3.4212 3.7172 4.3837 0.000
P -0.6895 1.7755 -4.1238 0.004
H -3.5534 0.0438 -0.8495 0.005
H 0.7352 -4.9305 2.7807 0.001
H -3.1244 -2.6139 1.5260 -0.001
C 0.8158 -3.9376 2.3114 0.017
O 1.7370 0.9194 2.9797 -0.133
C -2.2534 1.6100 -0.0120 0.002
F 3.2747 1.6480 5.0822 0.000
H -0.5351 1.8899 -2.0791 -0.017
C -2.8890 -0.4757 3.1457 0.039
H -1.7492 3.9619 -4.0033 0.000
H 3.6824 -1.4577 -3.6887 0.000
H 0.3189 3.2358 -1.2745 0.000
H 1.9635 1.7971 -1.6643 -0.007
H -0.2033 -1.8387 -0.8619 0.014
C -1.5993 -0.3561 -1.5872 -0.058
C -0.5412 0.2006 5.1284 -0.028
P 1.5628 -0.2732 -3.4740 -0.190
H 1.1534 0.9843 -5.5578 -0.005
C 0.9331 -1.6389 -4.5202 -0.007
C 0.9792 -0.1180 -1.3726 -0.035
H 0.0179 4.1061 -4.1433 0.000
H -2.7616 0.5769 3.4357 -0.006
H 3.9586 0.2730 -3.3592 0.000
C -0.5889 -1.0228 4.2819 0.064
H -0.3973 -0.0257 6.1960 0.002
C 2.3749 2.0517 2.8843 -0.030
Tb 0.7104 -0.8317 2.3231 7.198
H -0.7076 2.7708 0.8307 0.001
C -2.1236 -3.0641 1.5356 -0.024
C 1.2103 1.3518 -0.9484 -0.086
C -0.8589 3.5544 -4.5211 0.001
C 2.6510 2.6180 4.3259 -0.003
H -1.5966 0.3734 -2.4100 -0.022
H -2.1346 -1.2406 -1.9861 -0.032
H 1.6462 -2.4808 -4.4723 -0.001
H 3.4267 -0.2345 -4.9993 -0.007
H 1.9050 -0.7529 -1.2975 0.010
F 1.4371 2.8975 4.9370 -0.001
H -0.0383 -2.0147 -4.1700 0.000
H 1.6548 1.4698 0.0808 0.006
C -0.2413 -0.7964 -1.2127 -0.407
H -0.9666 3.7666 -5.6007 0.000
H -3.2401 -0.4709 2.1036 -0.003
C -1.2730 -2.4387 2.5892 -0.058
H -3.0420 2.0132 0.6559 -0.001
C 1.7763 -1.9947 4.7537 0.039
H 0.4725 -4.0525 1.2710 -0.013
H -2.4186 -0.5225 0.4573 0.008
C -2.5040 0.1603 -0.4494 -0.080
H -2.9338 1.2861 -4.8411 0.000

2.
77
Properties=species:S:1:pos:R:3:lowdin_charge:R:1 method="wB97M-V/def2-TZVPD" spin_multiplicity=1 homo_lumo_gap_ev=8.4 energy_ha=-3102.8083 mol_weight_g_mol=751.6
S 4.1920 1.3263 0.4197 0.770
F -1.4159 2.3070 0.3499 0.104
C -3.6057 -0.2363 -6.5410 0.026
H 1.2871 0.2244 0.1416 0.154
C -3.5190 -4.1060 -1.1377 -0.385
H 2.9549 2.7893 1.6957 0.127
C 4.1230 -0.7110 8.0630 -0.385
H 0.1575 1.9679 5.2329 0.108
C 4.0384 1.2724 6.6252 0.029
C 2.9220 0.6778 5.8599 -0.377
C 1.9543 3.8329 -5.1238 0.028
C 1.1656 1.2684 -6.1054 0.022
O 5.2350 1.1884 1.4937 -0.315
O 1.8179 2.8449 -2.9928 0.082
C 1.7972 2.4114 -0.0433 -0.138
C 4.5965 0.6275 7.6498 0.026
C -1.7917 -2.8559 0.0726 0.022
H 1.1802 3.2840 0.3747 0.147
O -2.6814 -1.4069 4.5522 0.098
H -0.9478 -3.2766 -3.2898 0.116
H 0.8707 0.3288 -6.5540 0.109
H -0.8785 0.2728 3.7382 0.100
H -1.3720 -2.3978 0.9591 0.114
H 5.4142 1.0486 8.2212 0.124
O -4.5885 -4.6829 -1.1254 0.110
C 0.7540 1.1790 -0.2028 -0.217
H -3.1401 -4.4549 -3.2653 0.118
C 1.8258 3.6853 -6.4424 0.023
H 2.2687 2.7300 -1.0342 0.103
C -0.5926 1.2716 5.5837 0.013
O 0.3374 1.0844 -1.5740 -0.030
C -2.1724 -0.5783 5.2835 -0.385
C -1.1483 0.3627 4.7825 0.024
C -2.5557 -0.4739 6.7086 0.021
F 3.7550 -0.2290 -0.0093 -0.198
O 1.3008 2.2562 -8.2354 0.107
C -4.7616 -0.7650 -6.9431 0.026
O -0.4661 2.2042 7.7394 0.106
C -0.9751 1.3763 7.0082 -0.384
C 1.6988 2.7095 -4.1965 -0.351
C -4.9273 -2.2274 -7.0870 -0.385
H 2.0094 4.4969 -7.1355 0.122
H 1.1104 0.6050 -4.0967 0.111
C 3.0060 -1.3056 7.2972 0.027
C -0.4746 1.3704 0.8120 -0.385
H 2.2491 4.7726 -4.6738 0.123
F -1.0612 0.0927 0.9616 0.066
N 2.7696 2.0348 1.0269 -0.133
H -3.3064 -1.1712 7.0588 0.122
H 2.6717 -2.2856 7.6138 0.124
C -1.9999 0.4350 7.5103 0.022
H -3.8999 -4.1485 -6.8812 0.124
O 4.6323 -1.3006 8.9956 0.109
H 0.8026 0.3005 -1.9229 0.088
H -5.6245 -0.1553 -7.1801 0.125
O 4.7680 2.0094 -0.7709 -0.293
H -1.7421 -3.1611 -6.1305 0.119
H -3.4667 0.8317 -6.4294 0.124
C 2.4482 -0.6606 6.2727 0.022
H 4.3725 2.2523 6.3085 0.123
C -2.4403 -1.0889 -6.2238 -0.377
O -1.3851 -0.6053 -5.8587 0.092
C 1.4204 2.3913 -7.0332 -0.382
C -2.7202 -3.9969 -2.3783 0.023
O -5.9807 -2.7104 -7.4514 0.114
H -3.5639 -3.5748 0.9844 0.127
O 0.0787 -2.1685 -1.1815 0.094
C -0.9930 -2.7467 -1.1675 -0.373
H 1.6303 -1.0815 5.7009 0.118
C -3.7611 -3.0804 -6.7695 0.024
C -2.9660 -3.4867 0.0861 0.032
F 0.0236 1.7134 2.0695 0.085
C -2.6054 -2.5514 -6.3676 0.015
C -1.5461 -3.3656 -2.3914 0.023
H -2.2690 0.5256 8.5554 0.122
C 1.2942 1.4165 -4.7878 0.035
O 2.4114 1.2676 4.9262 0.082

3.
24
Properties=species:S:1:pos:R:3:nbo_charge:R:1 method="wB97M-V/def2-TZVPD" charge=+1 spin_multiplicity=1 homo_lumo_gap_ev=10.5 energy_ha=-422.0953 mol_weight_g_mol=131.2
H 1.7069 0.0947 1.5894 0.210
N 2.8124 -0.9149 0.0393 -0.859
H -0.9801 0.6665 1.6424 0.239
H -3.3224 1.1107 0.7906 0.241
H -0.5881 0.5921 -1.2734 0.433
H -1.7886 -2.5332 -0.5279 0.238
C -2.5570 0.6254 0.1709 -0.074
H 1.1492 2.0546 -0.1376 0.234
H -2.6472 0.9800 -0.8860 0.161
H 3.2123 -1.5160 0.7433 0.388
C -1.7339 -1.4391 -0.5992 -0.084
H -1.0433 2.1654 0.6181 0.244
N -0.1882 0.4266 -0.3445 -0.358
C -1.1125 1.0661 0.6234 -0.266
H 3.5017 -0.6578 -0.6518 0.376
H 1.6285 0.8858 -1.3813 0.234
C 1.2067 0.9751 -0.3634 -0.231
O -2.7315 -0.7797 0.1442 -0.491
H -1.7675 -1.1845 -1.6847 0.167
H 0.4544 -1.5460 -0.7591 0.264
C 2.1902 0.2747 0.6135 -0.248
H -0.1042 -1.3144 0.9298 0.238
H 2.9945 1.0138 0.8204 0.211
C -0.2923 -1.0461 -0.1164 -0.266

4.
64
Properties=species:S:1:pos:R:3:nbo_charge:R:1 method="wB97M-V/def2-TZVPD" spin_multiplicity=1 homo_lumo_gap_ev=6.7 energy_ha=-2303.7769 mol_weight_g_mol=511.4
C 0.9798 1.0347 1.7264 -0.230
O 0.3858 -3.1716 -0.0623 -0.484
C -4.0640 -3.6245 1.2904 -0.275
C 3.1572 -0.3789 0.4765 0.405
C 2.7804 0.1113 -0.9267 -0.712
H -1.2689 -1.7890 -1.7222 0.408
O 3.5061 2.3794 -4.1297 -1.050
H 2.3621 1.1318 -0.8668 0.239
H 2.4316 5.7783 -2.5372 0.176
H -3.7362 -6.4409 6.0561 0.178
C -0.1944 1.7711 1.6780 -0.169
H -3.2171 -2.3014 6.0982 0.202
O 1.8870 3.9251 -3.3357 -0.674
C -2.6699 2.0106 1.0091 -0.240
O 4.1842 3.9789 -5.7639 -0.712
H 3.0954 4.3521 -1.6891 0.179
P -4.0545 -4.2128 3.8629 2.392
H -2.4642 3.0046 1.4298 0.189
C 1.9956 2.8264 -6.7271 -0.248
N 2.2984 -0.9467 1.2522 -0.469
H 1.3756 4.7712 -1.5327 0.203
H -0.2648 2.7685 2.1109 0.221
H -4.2017 -2.5637 1.5064 0.190
H 3.6881 0.2053 -1.5339 0.241
H -2.4035 -2.1173 4.5227 0.178
H 2.4398 3.3343 -7.5829 0.181
C -1.2402 -0.0460 0.5778 -0.072
H -4.5448 -3.8593 0.3449 0.209
P 3.0692 3.7705 -4.5279 2.329
N -3.1047 2.1469 -0.3983 -0.819
H -2.9991 -3.8515 1.2102 0.174
H -3.4092 1.4398 1.5810 0.219
H -5.1907 -5.4121 5.9975 0.199
H 0.9900 2.5066 -6.9949 0.190
H 5.2614 -0.2019 0.0991 0.218
O -5.1415 -3.3576 4.4460 -1.076
C -2.4972 -2.7421 5.4101 -0.257
O -4.2517 -5.7834 4.1682 -0.812
C 5.5695 3.8709 -5.4131 -0.261
C -4.6266 -6.1885 5.4794 -0.250
H -3.7404 1.3719 -0.5662 0.373
H -2.3175 1.9721 -1.0157 0.347
H 4.8264 -0.8575 1.7478 0.245
C -2.2588 -0.9299 -0.1228 0.677
H -5.2486 -7.0777 5.3914 0.188
H 1.8885 1.4350 2.1734 0.226
C -1.3454 1.2309 1.0841 -0.036
N -1.5462 -2.0074 -0.7655 -0.716
H 5.7692 4.3367 -4.4492 0.179
C 1.0459 -0.2571 1.1938 0.189
H 5.8598 2.8219 -5.3842 0.203
H 2.5907 1.9487 -6.4725 0.197
H 2.0131 -0.5170 -1.3882 0.233
O -3.4595 -0.8822 -0.1667 -0.526
O -2.9077 -4.0714 5.0674 -0.735
C -0.0713 -0.8314 0.5998 -0.197
C 2.2244 4.7575 -2.2127 -0.273
H -1.5267 -2.8048 5.9003 0.190
H 4.6177 0.8628 1.4019 0.233
O 1.8908 3.7297 -5.6313 -0.810
C -0.2749 -2.1738 -0.0770 0.682
O -4.6713 -4.4250 2.3259 -0.694
H 6.1521 4.3818 -6.1781 0.192
C 4.5773 -0.1426 0.9549 -0.676

5.
13
Properties=species:S:1:pos:R:3:nbo_charge:R:1 method="wB97M-V/def2-TZVPD" charge=+3 spin_multiplicity=1 homo_lumo_gap_ev=2.0 energy_ha=-546.6508 mol_weight_g_mol=99.0
H 1.5842 1.8069 4.7819 0.516
O 2.1026 -1.9805 0.2367 -0.548
H -3.5679 0.1276 0.2417 0.519
O -0.3535 0.1976 -4.8408 -0.507
H 2.6963 -2.5414 0.7359 0.519
O -2.6170 0.0322 0.1867 -0.566
H -0.6352 -0.6913 -4.6249 0.504
H -2.4314 -0.7886 0.6428 0.499
H 1.2438 -2.3913 0.3364 0.496
Al 1.3999 2.9919 -0.8122 1.066
H 0.1408 1.3526 4.7345 0.512
O 0.8637 1.6367 4.1751 -0.531
H -0.4265 0.2477 -5.7939 0.521